No. 1
The following is a quantum chemistry calculation of C43H33ClN7O6S3Zr as an isolated structure, from the OMol25 dataset.

Structure (XYZ):
```
94
Properties=species:S:1:pos:R:3:forces:R:3
Zr 0.525 -0.263 -0.342 -0.5 -0.2 0.8
N 4.921 1.113 0.716 -0.1 0.0 0.0
C 3.662 0.788 0.281 0.1 0.0 0.3
S 2.470 0.520 1.462 -0.1 0.0 -0.1
N 3.555 0.768 -1.034 0.0 0.0 -0.3
N 2.308 0.544 -1.515 0.3 0.3 -0.4
C 2.162 0.779 -2.785 0.1 0.0 0.3
C 3.286 1.233 -3.644 0.1 -0.1 0.0
C 4.258 0.337 -4.075 0.0 0.0 0.0
C 5.292 0.769 -4.892 0.0 0.0 0.0
C 5.365 2.102 -5.277 0.0 0.0 0.0
C 4.402 3.000 -4.842 0.0 0.0 0.0
C 3.362 2.567 -4.031 0.0 0.0 0.0
C 0.808 0.776 -3.336 -0.1 -0.1 0.0
C 0.591 0.894 -4.710 -0.1 0.1 0.2
C -0.706 1.007 -5.169 -0.2 0.0 0.1
C -1.745 1.021 -4.246 0.1 0.0 -0.1
C -1.449 0.857 -2.905 0.1 0.0 0.0
N -0.206 0.705 -2.449 0.3 0.0 -0.3
H 5.153 0.860 1.659 0.0 0.0 0.0
H 5.649 1.072 0.022 0.0 0.0 0.0
H 4.202 -0.698 -3.758 0.0 0.0 0.0
H 6.044 0.065 -5.228 0.0 0.0 0.0
H 6.176 2.439 -5.912 0.0 0.0 0.0
H 4.459 4.042 -5.133 0.0 0.0 0.0
H 2.608 3.266 -3.687 0.0 0.0 0.0
H 1.432 0.903 -5.387 0.0 0.0 0.0
H -0.905 1.093 -6.229 0.0 0.0 0.0
H -2.776 1.134 -4.551 0.0 0.0 0.0
H -2.229 0.842 -2.163 0.0 0.0 0.0
O -1.296 -5.936 -1.414 0.0 0.0 0.0
C -1.764 -5.619 -0.213 0.1 -0.2 0.1
O -2.394 -6.414 0.442 0.0 0.1 -0.1
C -1.461 -4.253 0.283 0.0 -0.1 -0.1
C -1.794 -3.761 1.543 0.0 0.1 0.1
Cl -2.412 -4.609 2.876 0.0 0.0 0.0
N -1.437 -2.459 1.617 0.0 0.0 0.1
N -0.839 -2.097 0.465 -0.1 0.0 0.0
C -0.822 -3.168 -0.324 -0.1 -0.1 -0.2
C -0.191 -2.976 -1.657 -0.1 -0.2 0.0
O -0.144 -3.889 -2.484 0.1 0.0 0.0
O 0.258 -1.793 -1.862 -0.1 0.2 -0.2
C -1.637 -1.530 2.660 0.0 0.1 0.0
C -0.536 -0.647 3.009 -0.1 -0.1 0.1
C -0.888 0.522 3.949 0.0 0.0 0.0
C -2.131 0.344 4.852 0.0 0.0 -0.1
C -3.086 -0.712 4.458 -0.1 0.0 -0.1
C -2.813 -1.554 3.423 -0.1 0.1 0.0
H -0.798 -5.178 -1.841 -0.1 0.0 -0.1
H 0.022 -0.284 2.141 0.1 0.1 -0.1
H -0.822 1.499 3.470 0.0 0.0 0.0
H -2.634 1.299 5.012 0.0 0.0 0.0
H -4.027 -0.787 4.990 0.0 0.0 0.0
H -3.583 -2.262 3.139 0.0 0.0 0.0
C 0.984 4.384 0.188 0.0 0.0 0.0
C -0.192 4.771 0.819 0.0 0.0 0.0
C -1.154 3.817 1.077 0.0 0.0 0.0
C -0.947 2.481 0.704 0.1 0.0 0.0
C 0.244 2.048 0.098 0.0 0.1 -0.1
C 1.189 3.056 -0.146 0.0 0.0 0.0
C -2.064 1.526 0.843 0.0 -0.1 0.0
C -3.137 1.778 1.741 -0.1 -0.1 0.1
C -4.217 0.958 1.750 0.0 0.0 0.0
C -4.290 -0.100 0.815 0.1 -0.1 0.0
C -5.415 -0.948 0.719 0.0 0.0 0.0
C -5.454 -1.946 -0.214 0.0 0.0 0.0
C -4.377 -2.107 -1.108 0.0 0.0 0.0
C -3.274 -1.302 -1.025 0.0 -0.1 0.1
C -3.179 -0.307 -0.026 0.0 0.0 0.0
N -2.046 0.469 0.047 -0.1 0.0 0.0
H 1.751 5.119 -0.030 0.0 0.0 0.0
H -0.360 5.805 1.096 0.0 0.0 0.0
H -2.085 4.126 1.536 0.0 0.0 0.0
H 2.142 2.803 -0.597 0.0 0.0 0.0
H -3.063 2.596 2.442 0.0 0.0 0.0
H -5.029 1.107 2.452 0.0 0.0 0.0
H -6.239 -0.795 1.406 0.0 0.0 0.0
H -6.309 -2.607 -0.277 0.0 0.0 0.0
H -4.418 -2.880 -1.865 0.0 0.0 0.0
H -2.458 -1.418 -1.723 0.1 -0.1 0.0
C 3.298 -2.460 -0.704 0.0 -0.1 0.0
C 2.129 -1.877 0.068 -0.1 -0.1 0.1
O 1.743 -2.464 1.071 0.1 0.1 0.0
H 3.879 -3.124 -0.061 0.0 0.0 0.0
H 3.931 -1.688 -1.140 0.0 0.0 0.0
H 2.869 -3.047 -1.524 0.0 0.0 0.0
C 2.075 0.957 6.165 -0.1 0.0 0.0
O 1.094 1.285 5.206 0.0 0.0 0.0
C 0.175 0.271 5.010 0.1 0.0 0.1
S -1.054 0.043 6.369 0.0 0.0 0.1
S 0.814 -1.249 4.210 0.0 0.0 0.0
H 2.741 1.811 6.250 0.0 0.0 0.0
H 2.645 0.078 5.847 0.0 0.0 0.0
H 1.613 0.757 7.140 0.0 0.0 0.0
```
Forces are in eV/Å.

Results
* Kohn-Sham gap: 4.6 eV
* LUMO energy: 0.0501 Ha
* charge: -1



No. 2
The following is a quantum chemistry calculation of C43H33NO8P2SSr as an isolated structure, from the OMol25 dataset.

Structure (XYZ):
```
89
Properties=species:S:1:pos:R:3:forces:R:3
Sr 0.161 0.393 -0.029 0.5 -0.6 -0.7
O -3.037 -3.162 -0.466 0.0 0.0 0.1
C -1.955 -2.411 -0.239 -0.1 0.0 -0.1
O -1.347 -1.857 -1.129 -0.1 0.1 0.1
C -1.578 -2.329 1.200 0.0 0.0 0.1
C -2.318 -2.851 2.244 0.0 0.0 -0.1
C -1.848 -2.625 3.536 0.0 0.0 0.0
C -0.679 -1.914 3.727 0.0 0.0 0.0
C 0.011 -1.440 2.609 0.0 -0.2 0.3
N -0.445 -1.660 1.389 0.1 0.3 -0.1
C 1.340 -0.666 2.749 0.1 -0.1 0.1
O 1.809 -0.601 3.877 0.0 0.0 0.0
O 1.801 -0.210 1.658 -0.1 0.1 -0.1
H -3.211 -3.140 -1.416 0.0 0.0 -0.1
H -3.231 -3.397 2.062 0.0 0.0 0.0
H -2.404 -3.000 4.385 0.0 0.0 0.0
H -0.272 -1.705 4.705 0.0 0.0 0.0
O -2.951 2.388 2.181 0.0 0.0 0.0
S -1.994 2.178 1.137 -0.1 0.3 -0.4
O -2.280 1.058 0.223 -0.2 0.0 -0.1
O -0.594 2.066 1.582 0.0 0.2 0.1
C -1.979 3.671 0.122 -0.1 -0.1 0.2
C -2.202 4.830 0.852 0.0 0.2 0.1
C -2.138 6.081 0.258 0.0 -0.1 0.1
C -1.866 6.172 -1.095 0.0 -0.1 -0.1
C -1.666 5.013 -1.832 0.0 0.1 0.0
C -1.706 3.744 -1.251 -0.1 0.1 -0.3
P -1.444 2.264 -2.334 0.2 -0.1 0.6
C -3.156 1.798 -2.734 0.0 -0.1 0.0
C -4.170 2.731 -2.928 0.0 0.0 0.0
C -5.453 2.314 -3.245 0.0 0.0 0.0
C -5.730 0.960 -3.376 0.0 0.0 0.0
C -4.725 0.025 -3.184 0.0 0.0 0.0
C -3.441 0.441 -2.857 -0.1 0.0 0.0
C -0.829 2.981 -3.896 -0.1 -0.1 -0.1
C -1.493 2.778 -5.102 0.0 0.0 0.0
C -0.928 3.201 -6.299 0.0 0.0 0.0
C 0.302 3.835 -6.308 0.0 0.0 0.0
C 0.976 4.038 -5.110 0.0 0.0 0.0
C 0.421 3.605 -3.919 0.0 0.0 0.0
H -2.434 4.740 1.905 0.0 0.0 0.0
H -2.311 6.969 0.851 0.0 0.0 0.0
H -1.822 7.135 -1.588 0.0 0.0 0.0
H -1.481 5.103 -2.894 0.0 0.0 0.0
H -3.960 3.788 -2.818 0.0 0.0 0.0
H -6.238 3.045 -3.386 0.0 0.0 0.0
H -6.734 0.635 -3.621 0.0 0.0 0.0
H -4.943 -1.031 -3.279 0.0 0.0 0.0
H -2.662 -0.291 -2.683 0.0 0.0 0.0
H -2.460 2.292 -5.116 0.0 0.0 0.0
H -1.464 3.035 -7.226 0.0 0.0 0.0
H 0.737 4.166 -7.242 0.0 0.0 0.0
H 1.944 4.521 -5.100 0.0 0.0 0.0
H 0.969 3.770 -2.999 0.0 0.0 0.0
O 2.016 0.479 -1.655 -0.3 -0.2 -0.1
P 3.339 1.177 -1.736 0.0 0.3 0.2
C 3.315 2.608 -0.633 -0.1 0.0 -0.1
C 4.414 3.046 0.094 0.1 0.0 0.0
C 4.286 4.122 0.961 0.0 0.0 0.0
C 3.062 4.756 1.113 0.0 0.0 0.0
C 1.955 4.322 0.394 0.0 0.0 0.0
C 2.089 3.256 -0.477 0.0 0.0 0.0
C 3.649 1.771 -3.408 0.1 0.0 0.1
C 4.446 2.887 -3.654 0.0 0.0 0.0
C 4.693 3.287 -4.958 0.0 0.0 0.0
C 4.141 2.579 -6.017 0.0 0.0 0.0
C 3.335 1.476 -5.774 0.0 0.0 0.0
C 3.089 1.071 -4.472 -0.1 -0.1 0.0
C 4.714 0.146 -1.235 0.0 0.1 0.0
C 5.822 -0.084 -2.043 0.0 0.0 0.0
C 6.847 -0.900 -1.588 0.0 0.0 0.0
C 6.764 -1.478 -0.329 0.0 0.0 0.0
C 5.657 -1.247 0.479 0.0 0.0 0.0
C 4.627 -0.435 0.033 0.0 0.0 0.0
H 5.363 2.532 0.007 0.0 0.0 0.0
H 5.140 4.451 1.536 0.0 0.0 0.0
H 2.965 5.580 1.807 0.0 0.0 0.0
H 0.988 4.791 0.524 0.0 0.0 0.0
H 1.224 2.916 -1.038 0.0 0.0 0.0
H 4.868 3.447 -2.828 0.0 0.0 0.0
H 5.313 4.153 -5.147 0.0 0.0 0.0
H 4.332 2.894 -7.035 0.0 0.0 0.0
H 2.889 0.934 -6.597 0.0 0.0 0.0
H 2.447 0.221 -4.274 0.0 0.0 0.0
H 5.887 0.365 -3.026 0.0 0.0 0.0
H 7.708 -1.084 -2.217 0.0 0.0 0.0
H 7.564 -2.115 0.025 0.0 0.0 0.0
H 5.590 -1.697 1.460 0.0 0.0 0.0
H 3.760 -0.264 0.667 0.0 0.0 0.0
```
Forces are in eV/Å.

Results
* Kohn-Sham gap: 8.5 eV
* energy above the lowest of the compared OMol25 structures with the same formula, charge and spin: 0.090 eV
* LUMO energy: 0.0011 Ha
* charge: 0



No. 3
The following is a quantum chemistry calculation of C43H34FeN7O3 as an isolated structure, from the OMol25 dataset.

Structure (XYZ):
```
88
Properties=species:S:1:pos:R:3:forces:R:3
Fe 0.361 -0.927 1.054 -1.4 -1.1 0.2
C 4.224 -2.281 2.410 0.0 -0.1 0.1
O 4.733 -0.960 2.559 0.0 0.1 -0.3
C 3.906 0.035 3.016 0.1 0.1 0.2
C 4.491 1.019 3.784 -0.1 -0.2 0.0
C 3.743 2.085 4.291 0.1 0.1 0.1
C 2.397 2.154 4.028 0.0 0.0 0.0
C 1.772 1.193 3.217 0.3 -0.2 0.0
C 0.358 1.308 2.965 -0.2 0.1 0.0
N -0.311 0.555 2.165 0.7 -0.4 -0.4
N -1.674 0.747 2.106 -0.5 0.1 0.1
C -2.217 -0.089 1.255 0.6 0.1 0.1
O -1.558 -0.929 0.540 -0.1 -0.2 -0.2
C -3.695 -0.068 1.129 -0.1 0.0 0.1
C -4.357 -1.196 0.654 0.0 0.0 0.0
C -5.740 -1.197 0.545 0.0 0.0 0.0
C -6.469 -0.070 0.900 0.0 0.0 0.0
C -5.809 1.057 1.374 0.0 0.0 0.1
C -4.429 1.058 1.492 0.0 -0.1 0.1
C 2.527 0.114 2.674 -0.5 0.2 -0.1
O 2.009 -0.764 1.882 1.6 -0.5 0.3
H 5.104 -2.918 2.325 0.0 0.0 0.0
H 3.596 -2.384 1.528 0.0 0.0 0.0
H 3.644 -2.579 3.287 0.0 0.0 0.0
H 5.549 0.929 3.999 0.0 0.0 0.0
H 4.229 2.835 4.901 0.0 0.0 0.0
H 1.799 2.957 4.445 0.0 0.0 0.0
H -0.192 2.080 3.502 0.0 0.0 0.0
H -3.779 -2.070 0.382 0.0 0.0 0.0
H -6.248 -2.083 0.184 0.0 0.0 0.0
H -7.547 -0.070 0.804 0.0 0.0 0.0
H -6.370 1.939 1.654 0.0 0.0 0.0
H -3.896 1.926 1.855 0.0 0.0 0.0
N 3.790 0.025 -1.942 -0.1 -0.2 0.1
C 2.954 0.058 -0.879 0.5 -0.1 0.0
N 1.900 -0.667 -0.781 -0.4 0.3 0.1
C 1.626 -1.586 -1.769 -0.2 0.1 0.3
N 0.832 -2.576 -1.527 0.1 -0.6 -0.9
N 0.425 -2.601 -0.238 -0.1 0.6 1.2
C -0.261 -3.603 0.147 0.2 -0.1 -0.7
C -0.702 -3.650 1.524 -0.2 -0.2 0.8
C -1.507 -4.682 2.002 0.1 0.1 -0.3
C -1.874 -4.689 3.334 0.0 0.1 0.3
C -1.409 -3.680 4.165 0.0 -0.2 -0.1
C -0.620 -2.685 3.610 0.1 0.2 0.2
N -0.285 -2.658 2.329 -0.1 0.8 -0.6
C 2.254 -1.419 -3.070 0.2 0.3 -0.1
C 1.776 -1.992 -4.247 0.0 0.0 0.0
C 2.429 -1.765 -5.442 -0.1 -0.1 0.0
C 3.583 -0.985 -5.472 0.1 0.1 0.2
C 4.067 -0.403 -4.315 0.1 -0.1 -0.1
C 3.389 -0.602 -3.119 -0.1 -0.1 0.1
H 4.597 0.625 -1.962 -0.1 0.1 0.1
H 3.212 0.728 -0.067 0.1 -0.2 -0.1
H -0.490 -4.413 -0.541 -0.1 0.0 0.0
H -1.840 -5.451 1.318 0.0 0.0 0.0
H -2.508 -5.472 3.728 0.0 0.0 0.0
H -1.654 -3.659 5.217 0.0 0.0 0.0
H -0.240 -1.869 4.214 0.0 0.0 0.0
H 0.884 -2.602 -4.200 0.0 0.0 0.0
H 2.041 -2.195 -6.355 0.0 0.0 0.0
H 4.096 -0.810 -6.408 0.0 0.0 0.0
H 4.959 0.212 -4.336 0.0 0.0 0.0
C -5.149 3.461 -1.710 0.0 -0.1 0.0
C -5.281 2.082 -1.740 0.0 0.0 -0.1
C -4.153 1.275 -1.756 0.0 0.0 -0.1
C -2.879 1.836 -1.743 -0.1 0.1 -0.1
C -2.755 3.225 -1.708 0.0 0.0 0.0
C -3.881 4.030 -1.697 0.0 0.1 0.0
C -1.696 0.949 -1.753 0.0 -0.1 -0.1
C -0.460 1.332 -1.869 -0.1 0.0 0.0
C 0.775 1.901 -1.997 0.0 0.4 -0.1
C 1.457 2.436 -0.862 -0.2 0.1 -0.1
C 2.680 3.047 -1.006 0.0 0.2 -0.1
C 3.289 3.141 -2.261 0.0 0.0 0.0
C 2.642 2.619 -3.383 0.0 0.1 0.0
C 1.412 2.013 -3.270 -0.1 0.0 0.1
H -6.029 4.093 -1.700 0.0 0.0 0.0
H -6.263 1.626 -1.740 0.0 0.0 0.0
H -4.263 0.197 -1.770 0.0 0.0 0.0
H -1.766 3.668 -1.678 0.0 0.0 0.0
H -3.775 5.107 -1.678 0.0 0.0 0.0
H -1.910 -0.111 -1.616 0.1 0.0 0.0
H 0.988 2.344 0.111 0.0 0.0 0.0
H 3.177 3.458 -0.135 0.0 0.0 0.0
H 4.252 3.625 -2.364 0.0 0.0 0.0
H 3.108 2.693 -4.358 0.0 0.0 0.0
H 0.903 1.615 -4.139 0.0 0.0 0.0
```
Forces are in eV/Å.

Results
* Kohn-Sham gap (alpha / beta): 6.0 / 5.9 eV
* energy above the lowest of the compared OMol25 structures with the same formula, charge and spin: 0.000 eV
* spin multiplicity: 2
* LUMO energy (alpha / beta): -0.0249 / -0.0298 Ha
* charge: 0
* expectation value of S²: 0.797



> charge of number 1 (C43H33ClN7O6S3Zr)?

-1